No. 1
C22H40N4O5 | ωB97M-V with the def2-TZVPD basis set

## Properties
energy relative to the best compared isomer or geometry (same formula, charge and spin): 0.00 kcal/mol
HOMO energy: -9.34 eV
largest force on an atom: 0.76 eV/Å
structure (SMILES): CC[C@H](C)[C@@H](NC(=O)OC(C)(C)C)C(=O)N[C@@H](C(=O)N1CCC[C@@H]1C(N)=O)[C@@H](C)CC
energy: -39665.08165 eV

ORCA input file:
```
! wB97M-V def2-TZVPD RIJCOSX def2/J DEFGRID3
* xyz 0 1
C 0.03 4.77 0.20
C 0.95 3.56 0.25
C 0.20 2.23 0.23
C -0.59 2.00 1.52
C 1.20 1.07 0.00
N 2.16 0.96 1.07
C 3.47 1.25 0.87
O 3.90 1.80 -0.12
O 4.18 0.86 1.94
C 5.61 1.12 2.01
C 5.87 2.62 1.96
C 6.33 0.39 0.87
C 6.02 0.54 3.36
C 0.44 -0.25 -0.12
O 0.42 -1.07 0.78
N -0.20 -0.42 -1.29
C -1.20 -1.46 -1.46
C -2.51 -0.84 -0.98
O -2.99 0.11 -1.61
N -3.06 -1.29 0.14
C -2.57 -2.38 0.98
C -3.59 -2.46 2.12
C -4.11 -1.03 2.23
C -4.18 -0.60 0.77
C -5.52 -1.03 0.12
N -5.63 -0.59 -1.15
O -6.36 -1.67 0.69
C -1.31 -1.90 -2.93
C 0.04 -2.39 -3.43
C -2.39 -2.98 -3.05
C -2.75 -3.31 -4.49
H -0.58 4.84 1.09
H 0.61 5.68 0.12
H -0.63 4.71 -0.67
H 1.57 3.61 1.15
H 1.63 3.59 -0.61
H -0.50 2.23 -0.61
H -1.37 2.75 1.63
H 0.08 2.06 2.38
H -1.06 1.02 1.52
H 1.76 1.26 -0.93
H 1.92 0.33 1.81
H 6.94 2.81 2.09
H 5.56 3.02 1.00
H 5.32 3.12 2.75
H 6.03 0.80 -0.09
H 7.41 0.52 0.98
H 6.10 -0.67 0.90
H 7.09 0.68 3.51
H 5.79 -0.52 3.40
H 5.48 1.04 4.16
H -0.26 0.35 -1.94
H -0.89 -2.30 -0.83
H -2.53 -3.32 0.41
H -1.57 -2.14 1.36
H -3.14 -2.82 3.04
H -4.41 -3.12 1.85
H -5.09 -0.99 2.70
H -3.41 -0.40 2.78
H -4.06 0.48 0.62
H -6.45 -0.83 -1.68
H -4.86 -0.09 -1.59
H -1.62 -1.03 -3.51
H 0.33 -3.31 -2.92
H 0.00 -2.59 -4.50
H 0.81 -1.65 -3.25
H -3.30 -2.63 -2.54
H -2.06 -3.89 -2.54
H -1.91 -3.75 -5.01
H -3.05 -2.41 -5.02
H -3.58 -4.01 -4.52
*
```


No. 2
C5H9N2 | ωB97M-V with the def2-TZVPD basis set

## Properties
energy relative to the best compared isomer or geometry (same formula, charge and spin): 149.33 kcal/mol
HOMO energy: -13.70 eV
largest force on an atom: 5.98 eV/Å
energy: -8299.25685 eV

ORCA input file:
```
! wB97M-V def2-TZVPD RIJCOSX def2/J DEFGRID3
* xyz 1 1
C 0.97 1.49 0.38
C 0.61 -0.82 -0.60
C -0.15 0.66 -0.25
C 0.03 -1.95 0.24
C -1.52 0.85 -0.16
N 1.87 -0.51 -0.07
N 2.11 0.55 0.35
H 1.07 2.41 -0.21
H 0.68 2.00 1.42
H 0.62 -0.73 -1.74
H 0.76 -2.72 0.47
H -0.78 -2.39 -0.33
H -0.41 -1.48 1.13
H -2.05 0.18 -1.06
H -1.82 1.90 -0.31
H -1.97 0.56 0.74
*
```


No. 3
C5H12N2OS | ωB97M-V with the def2-TZVPD basis set

## Properties
energy relative to the best compared isomer or geometry (same formula, charge and spin): 70.59 kcal/mol
HOMO energy: -8.70 eV
largest force on an atom: 3.16 eV/Å
structure (SMILES): [H]/N=C(/C)N(C)[S@](=C)(C)=O
energy: -21238.23152 eV

ORCA input file:
```
! wB97M-V def2-TZVPD RIJCOSX def2/J DEFGRID3
* xyz 0 1
H 0.38 -1.72 2.01
N 0.09 -0.88 2.44
C 0.07 0.18 1.72
C -0.29 1.47 2.40
N -0.04 0.15 0.34
C 0.18 1.27 -0.58
S 0.27 -1.27 -0.73
C 1.49 -1.23 -1.84
C -1.22 -1.07 -1.73
O 0.30 -2.42 0.11
H 0.51 2.13 2.77
H -0.73 1.27 3.40
H -0.95 2.10 1.85
H 0.85 1.03 -1.44
H -0.77 1.61 -1.00
H 0.72 2.02 -0.15
H 2.38 -1.38 -1.22
H 1.48 -0.44 -2.59
H -2.11 -1.16 -1.06
H -1.29 0.04 -2.07
H -1.32 -1.72 -2.62
*
```


No. 4
C23H21Br2IrNO4P | ωB97M-V with the def2-TZVPD basis set

## Properties
energy relative to the best compared isomer or geometry (same formula, charge and spin): 20.14 kcal/mol
HOMO energy (alpha / beta): -16.66 / -18.33 eV
largest force on an atom: 0.63 eV/Å
energy: -186053.20745 eV
expectation value of S²: 8.82

ORCA input file:
```
! wB97M-V def2-TZVPD RIJCOSX def2/J DEFGRID3
* xyz 3 6
Ir 0.09 0.17 -0.71
Br -2.11 0.72 0.94
C -2.32 2.42 0.17
C -3.10 3.36 0.85
C -3.42 4.54 0.22
C -3.01 4.76 -1.10
C -2.21 3.83 -1.79
C -1.87 4.03 -3.14
C -1.12 3.08 -3.81
C -0.64 1.96 -3.14
C -0.91 1.72 -1.79
C -1.77 2.64 -1.12
H -3.46 3.14 1.85
H -4.03 5.28 0.73
H -3.31 5.67 -1.61
H -2.23 4.92 -3.65
H -0.88 3.22 -4.86
H 0.00 1.29 -3.70
Br -0.23 -2.08 1.69
C -1.36 -2.97 0.49
C -2.05 -4.06 1.05
C -2.85 -4.86 0.28
C -2.96 -4.59 -1.09
C -2.28 -3.50 -1.68
C -2.41 -3.32 -3.06
C -1.72 -2.30 -3.69
C -0.95 -1.43 -2.94
C -0.84 -1.51 -1.54
C -1.47 -2.61 -0.89
H -1.92 -4.27 2.11
H -3.38 -5.70 0.71
H -3.57 -5.22 -1.72
H -3.03 -4.00 -3.63
H -1.78 -2.17 -4.77
H -0.43 -0.65 -3.48
O 2.11 1.28 1.27
N 1.18 0.77 0.83
C 4.09 -0.64 -0.28
O 3.23 0.26 -1.05
P 1.99 -0.14 -1.92
O 2.07 -1.62 -2.40
C 3.09 -2.09 -3.36
O 2.09 0.72 -3.22
C 2.70 2.04 -3.31
H 5.11 -0.47 -0.62
H 3.80 -1.67 -0.43
H 4.00 -0.37 0.77
H 3.04 -3.17 -3.32
H 4.07 -1.74 -3.06
H 2.84 -1.72 -4.35
H 2.74 2.27 -4.37
H 3.69 2.02 -2.88
H 2.07 2.77 -2.79
*
```


No. 5
C34H22F9N3O2PZr | ωB97M-V with the def2-TZVPD basis set

## Properties
HOMO energy: -16.04 eV
largest force on an atom: 2.64 eV/Å
energy: -79181.59068 eV

ORCA input file:
```
! wB97M-V def2-TZVPD RIJCOSX def2/J DEFGRID3
* xyz 3 1
Zr -0.04 0.50 -1.42
O 3.46 -2.17 -4.36
C 2.65 -3.17 -4.05
C 2.89 -4.48 -4.46
C 2.03 -5.50 -4.10
C 0.90 -5.24 -3.30
C 0.62 -3.96 -2.92
C 1.48 -2.89 -3.27
C 1.19 -1.56 -2.85
O 0.05 -1.23 -2.23
N 2.04 -0.58 -3.12
N 1.60 0.60 -2.71
C 1.99 1.74 -3.21
C 1.20 2.89 -2.85
C 1.42 4.14 -3.43
C 0.56 5.19 -3.13
C -0.47 4.97 -2.23
C -0.65 3.70 -1.69
N 0.15 2.65 -1.99
H 4.20 -2.45 -4.93
H 3.75 -4.69 -5.08
H 2.23 -6.51 -4.44
H 0.26 -6.06 -3.00
H -0.26 -3.74 -2.34
H 2.80 1.80 -3.94
H 2.23 4.27 -4.13
H 0.69 6.16 -3.59
H -1.15 5.76 -1.96
H -1.46 3.54 -0.99
F 2.28 1.59 7.56
C 1.14 1.03 7.17
F 0.13 1.75 7.67
F 1.07 -0.19 7.71
C 1.02 0.96 5.66
C -0.15 0.41 5.13
C -0.33 0.37 3.77
C 0.65 0.90 2.93
C 1.83 1.43 3.46
C 2.01 1.46 4.83
P 0.39 0.94 1.13
C 0.05 -0.88 0.75
C -1.18 -1.51 1.03
C -1.29 -2.89 0.99
C -0.17 -3.66 0.68
C 1.04 -3.06 0.34
C 1.15 -1.67 0.36
C -0.29 -5.18 0.71
F 0.82 -5.74 1.17
F -1.32 -5.58 1.44
F -0.48 -5.64 -0.54
C -1.36 1.56 0.93
C -1.81 2.57 1.79
C -3.03 3.20 1.59
C -3.81 2.86 0.49
C -3.40 1.84 -0.37
C -2.19 1.19 -0.16
C -5.11 3.60 0.20
F -6.13 3.03 0.81
F -5.02 4.87 0.58
F -5.35 3.58 -1.12
H -0.90 0.01 5.80
H -1.24 -0.06 3.36
H 2.60 1.83 2.81
H 2.91 1.88 5.26
H -2.04 -0.94 1.36
H -2.22 -3.37 1.24
H 1.89 -3.68 0.10
H 2.12 -1.20 0.16
H -1.20 2.86 2.63
H -3.37 3.96 2.28
H -4.05 1.56 -1.19
H -1.99 0.28 -0.80
*
```


No. 6
C3H9S2 | ωB97M-V with the def2-TZVPD basis set

## Properties
energy relative to the best compared isomer or geometry (same formula, charge and spin): 29.71 kcal/mol
HOMO energy: -2.40 eV
largest force on an atom: 2.51 eV/Å
energy: -24927.45926 eV

ORCA input file:
```
! wB97M-V def2-TZVPD RIJCOSX def2/J DEFGRID3
* xyz -1 1
C -1.64 0.43 -1.74
S -1.64 -1.26 -0.88
H -1.41 1.00 -0.79
H -2.59 0.75 -2.13
H -0.86 0.55 -2.55
C 1.77 0.29 -0.13
S 1.41 0.61 1.64
C 0.03 -0.60 1.99
H 1.20 -0.53 -0.48
H 1.48 1.12 -0.75
H 2.87 0.06 -0.24
H -0.18 -0.25 2.98
H 0.38 -1.65 1.85
H -0.81 -0.53 1.23
*
```


No. 7
C6H14N2O2 | ωB97M-V with the def2-TZVPD basis set

## Properties
energy relative to the best compared isomer or geometry (same formula, charge and spin): 51.93 kcal/mol
HOMO energy (alpha / beta): 0.60 / -6.11 eV
largest force on an atom: 5.66 eV/Å
energy: -13522.51164 eV
expectation value of S²: 0.75

ORCA input file:
```
! wB97M-V def2-TZVPD RIJCOSX def2/J DEFGRID3
* xyz -1 2
C 0.36 0.21 2.95
C 2.02 2.09 0.25
C 1.24 0.60 1.87
O 2.06 -0.26 1.47
N 1.23 1.86 1.42
H -0.18 -0.77 2.57
H 0.40 2.61 1.64
H 3.17 2.44 0.42
H 0.92 -0.14 3.80
H -0.64 0.77 3.27
H 2.16 1.18 -0.42
H 1.50 2.88 -0.26
C -2.91 -0.90 -0.88
C 0.62 -1.24 -2.31
C -0.94 -1.41 -2.15
O -1.63 -2.18 -2.88
N -1.49 -0.69 -1.07
H -0.90 -0.31 -0.37
H -3.28 -0.49 0.03
H 1.07 -0.23 -2.32
H 0.77 -1.96 -3.08
H -3.37 -0.42 -1.80
H -3.18 -2.01 -0.80
H 0.99 -1.66 -1.35
*
```


No. 8
C43H45BrClN6PSbY | ωB97M-V with the def2-TZVPD basis set

## Properties
energy relative to the best compared isomer or geometry (same formula, charge and spin): 43.72 kcal/mol
HOMO energy: -18.11 eV
largest force on an atom: 0.84 eV/Å
energy: -153664.48424 eV

ORCA input file:
```
! wB97M-V def2-TZVPD RIJCOSX def2/J DEFGRID3
* xyz 4 1
Y 0.44 0.85 -0.33
C 0.45 1.88 3.39
C 0.59 3.08 2.50
C 0.58 4.33 3.11
C 0.77 5.47 2.35
C 1.04 5.31 0.99
C 1.04 4.04 0.44
N 0.78 2.93 1.17
Sb 1.80 4.11 -1.61
C 0.02 3.41 -2.66
C -0.51 4.46 -3.40
C -1.56 4.22 -4.27
C -2.00 2.92 -4.39
C -1.44 1.92 -3.61
C -1.96 0.53 -3.81
N -0.45 2.15 -2.72
C 3.07 2.33 -1.73
C 4.34 2.68 -2.17
C 5.30 1.70 -2.36
C 4.96 0.39 -2.08
C 3.68 0.09 -1.62
C 3.37 -1.33 -1.26
N 2.73 1.05 -1.46
H -0.45 1.95 3.99
H 1.30 1.84 4.07
H 0.43 0.96 2.82
H 0.43 4.40 4.18
H 0.76 6.45 2.80
H 1.25 6.16 0.37
H -0.09 5.45 -3.30
H -2.00 5.03 -4.85
H -2.78 2.67 -5.09
H -2.95 0.56 -4.26
H -2.03 -0.02 -2.88
H -1.31 -0.01 -4.52
H 4.57 3.72 -2.36
H 6.30 1.95 -2.70
H 5.67 -0.41 -2.20
H 4.09 -1.69 -0.53
H 3.50 -1.97 -2.14
H 2.37 -1.46 -0.86
Cl 2.76 0.25 1.44
C 2.47 -0.81 2.82
C 3.48 -0.93 3.75
C 3.28 -1.77 4.84
C 2.09 -2.46 4.98
C 1.09 -2.32 4.03
C 1.26 -1.48 2.93
P -0.08 -1.35 1.67
C -1.59 -1.01 2.65
C -2.10 0.29 2.62
C -3.22 0.64 3.36
C -3.86 -0.32 4.14
C -3.36 -1.61 4.18
C -2.23 -1.96 3.44
C -0.17 -3.08 1.11
C -1.36 -3.78 0.93
C -1.33 -5.11 0.52
C -0.12 -5.75 0.28
C 1.07 -5.05 0.44
C 1.05 -3.72 0.85
H 4.41 -0.39 3.64
H 4.06 -1.87 5.58
H 1.93 -3.12 5.82
H 0.17 -2.87 4.15
H -1.60 1.05 2.03
H -3.60 1.66 3.33
H -4.73 -0.05 4.72
H -3.84 -2.36 4.79
H -1.88 -2.98 3.49
H -2.32 -3.30 1.10
H -2.26 -5.66 0.42
H -0.10 -6.79 0.00
H 2.02 -5.54 0.27
H 1.98 -3.19 1.00
Br -2.55 -1.07 -0.66
C -3.19 0.73 -0.49
C -4.55 0.95 -0.42
C -4.96 2.28 -0.32
C -4.00 3.28 -0.29
C -2.67 2.93 -0.36
N -2.25 1.66 -0.45
H -5.25 0.13 -0.44
H -6.02 2.51 -0.27
H -4.29 4.32 -0.22
H -1.89 3.69 -0.33
N 0.32 -3.82 -4.67
C -0.42 -3.55 -3.39
C 0.37 -2.77 -2.32
N 0.45 -1.30 -2.48
H -0.25 -4.38 -5.30
H 1.18 -4.35 -4.50
H 0.57 -2.96 -5.17
H -0.70 -4.52 -2.97
H -1.35 -3.02 -3.64
H 1.37 -3.18 -2.23
H -0.14 -2.98 -1.38
H 1.19 -1.03 -3.12
H -0.42 -0.96 -2.87
*
```


> Number 7 is which compound?

C6H14N2O2


Repeat the third record exactly.
C5H12N2OS | ωB97M-V with the def2-TZVPD basis set

## Properties
energy relative to the best compared isomer or geometry (same formula, charge and spin): 70.59 kcal/mol
HOMO energy: -8.70 eV
largest force on an atom: 3.16 eV/Å
structure (SMILES): [H]/N=C(/C)N(C)[S@](=C)(C)=O
energy: -21238.23152 eV

ORCA input file:
```
! wB97M-V def2-TZVPD RIJCOSX def2/J DEFGRID3
* xyz 0 1
H 0.38 -1.72 2.01
N 0.09 -0.88 2.44
C 0.07 0.18 1.72
C -0.29 1.47 2.40
N -0.04 0.15 0.34
C 0.18 1.27 -0.58
S 0.27 -1.27 -0.73
C 1.49 -1.23 -1.84
C -1.22 -1.07 -1.73
O 0.30 -2.42 0.11
H 0.51 2.13 2.77
H -0.73 1.27 3.40
H -0.95 2.10 1.85
H 0.85 1.03 -1.44
H -0.77 1.61 -1.00
H 0.72 2.02 -0.15
H 2.38 -1.38 -1.22
H 1.48 -0.44 -2.59
H -2.11 -1.16 -1.06
H -1.29 0.04 -2.07
H -1.32 -1.72 -2.62
*
```


> What is the formula in the first record?

C22H40N4O5